# 1
ORCA calculation (wB97M-V/def2-TZVPD) on a molecular structure, C52H35Cl2CrF5O3P2S3SbSe.

CARTESIAN COORDINATES (ANGSTROEM)
Cr -1.1406 0.4254 0.3813
Cl -0.8131 2.5799 7.2944
C -0.8919 1.7110 5.7719
C -1.5455 0.4970 5.7182
C -1.6093 -0.1736 4.5091
Cl -2.4385 -1.7008 4.4605
C -1.0342 0.3238 3.3251
O -1.0897 -0.3434 2.2046
C -0.3638 1.5631 3.4389
C 0.3211 2.1169 2.2219
O -0.4437 2.0896 1.0705
C -0.3071 2.2483 4.6386
H -2.0114 0.0711 6.5953
H 0.5850 3.1631 2.4338
H 0.1930 3.2079 4.6852
S -4.9525 1.0660 -2.8054
Sb -3.4306 2.1076 -1.3750
S -3.4418 0.9178 0.6906
S -1.2512 1.2879 -1.8671
C 3.9289 -4.8596 -0.1412
C 3.1030 -3.9229 -1.0365
C 3.4454 -4.1971 -2.5130
C 3.4394 -2.4750 -0.7217
C 4.7613 -2.0322 -0.7120
C 5.0778 -0.7022 -0.4975
C 4.0624 0.2180 -0.2809
C 2.7321 -0.1744 -0.2658
P 1.3045 0.9407 0.1241
C 1.6845 2.3751 -0.9431
C 1.2319 3.6578 -0.6243
C 1.4305 4.7118 -1.5018
C 2.0688 4.5038 -2.7165
C 2.5019 3.2306 -3.0502
C 2.3101 2.1756 -2.1703
C 1.7172 1.3654 1.9128
C 2.8682 2.2867 2.0797
C 3.9649 1.9855 2.8259
C 4.0844 0.7450 3.4838
C 3.0430 -0.1937 3.3545
C 1.9288 0.0701 2.6231
C 2.4533 -1.5241 -0.4968
O 1.1225 -1.8513 -0.4981
C 0.7142 -3.1446 -0.6025
C -0.6631 -3.3561 -0.4956
C -1.1272 -4.6570 -0.6440
C -0.2577 -5.7132 -0.8545
C 1.1015 -5.4679 -0.9442
C 1.6180 -4.1819 -0.8290
P -1.8692 -1.9501 -0.3433
C -3.0944 -2.6730 0.8030
C -2.7310 -3.6224 1.7529
C -3.6751 -4.1547 2.6186
C -4.9893 -3.7158 2.5699
C -5.3496 -2.7329 1.6586
C -4.4114 -2.2117 0.7815
C -2.6045 -2.1611 -2.0086
C -3.7755 -2.8619 -2.2737
C -4.2129 -3.0336 -3.5794
C -3.4762 -2.5226 -4.6348
C -2.2898 -1.8514 -4.3803
C -1.8558 -1.6737 -3.0781
H 4.9972 -4.7078 -0.2981
H 3.7126 -5.9049 -0.3631
H 3.7084 -4.6778 0.9112
H 4.5045 -4.0081 -2.7009
H 2.8604 -3.5493 -3.1669
H 3.2253 -5.2346 -2.7730
H 5.5602 -2.7417 -0.8920
H 6.1119 -0.3812 -0.4994
H 4.3068 1.2604 -0.1189
H 0.6540 3.8252 0.2731
H 1.0488 5.6921 -1.2419
H 2.2068 5.3268 -3.4075
H 2.9745 3.0485 -4.0081
H 2.6323 1.1833 -2.4597
H 2.8045 3.2495 1.5858
H 4.7610 2.7168 2.9140
H 4.9584 0.5205 4.0806
H 3.1279 -1.1548 3.8498
H 1.1517 -0.6776 2.5211
H -2.1923 -4.8453 -0.5949
H -0.6413 -6.7198 -0.9617
H 1.7753 -6.2947 -1.1346
H -1.7029 -3.9508 1.8309
H -3.3700 -4.8940 3.3496
H -5.7252 -4.1196 3.2550
H -6.3632 -2.3530 1.6323
H -4.6953 -1.4235 0.0957
H -4.3662 -3.2718 -1.4679
H -5.1431 -3.5569 -3.7644
H -3.8304 -2.6358 -5.6523
H -1.7094 -1.4344 -5.1938
H -0.9455 -1.1220 -2.8896
F -0.9867 9.1470 -3.3251
C -1.4003 8.1523 -2.5196
C -2.2515 7.1689 -2.9896
F -2.6688 7.2146 -4.2645
C -2.6688 6.1525 -2.1477
F -3.4896 5.2424 -2.6816
C -2.2734 6.0521 -0.8158
Se -2.7918 4.6196 0.3270
C -1.4178 7.0648 -0.3846
F -0.9554 7.0779 0.8761
C -0.9857 8.0939 -1.2014
F -0.1586 9.0436 -0.7265

Properties
Gap between HOMO and LUMO (alpha / beta) = 4.677 / 5.629 eV
2S+1 = 6
Energy relative to the best compared isomer or geometry (same formula, charge and spin) = 73.6 kJ/mol
Max |F| = 0.720 eV Å⁻¹
⟨S²⟩ = 8.855
Total charge = -2

=====

# 2
ORCA calculation (wB97M-V/def2-TZVPD) on a molecular structure, C2HO3Pm at a distorted geometry.

CARTESIAN COORDINATES (ANGSTROEM)
C 0.8022 1.0139 1.4297
O 1.0837 1.6662 0.4631
C -0.4077 -0.0792 -1.4180
O -0.8035 -0.8227 -0.5621
O -0.1593 0.4134 -2.4206
Pm -2.0471 -2.7798 0.3464
H 1.5317 0.5881 2.1615

Properties
Gap between HOMO and LUMO (alpha / beta) = 5.201 / 9.472 eV
2S+1 = 6
Energy relative to the best compared isomer or geometry (same formula, charge and spin) = 0.0 kJ/mol
Max |F| = 11.189 eV Å⁻¹
⟨S²⟩ = 8.755
Total charge = +3

=====

# 3
ORCA calculation (wB97M-V/def2-TZVPD) on a molecular structure, C19H21N2O6Pb.

CARTESIAN COORDINATES (ANGSTROEM)
Pb -1.6721 -0.4483 0.2543
O -2.0289 -6.7552 -0.3711
C -1.6835 -5.4537 -0.2295
C -1.3051 -4.6610 -1.3061
C -0.9776 -3.3454 -1.0629
N -0.9659 -2.7938 0.1495
C -1.4238 -3.5445 1.1542
C -1.7674 -4.8735 1.0290
C -1.7466 -2.8323 2.4557
O -1.7917 -3.4891 3.4889
O -2.0207 -1.5970 2.3115
C -0.8061 -2.4203 -2.2557
O -0.4339 -2.8950 -3.3235
O -1.1602 -1.2266 -2.0111
H -1.9616 -6.9939 -1.3020
H -1.2853 -5.0032 -2.3328
H -2.1271 -5.4006 1.8995
O -3.5200 -0.4762 -0.1347
C 2.6266 4.7043 -1.1290
C 1.8639 3.4168 -1.3191
C 1.7655 2.8296 -2.5707
C 1.0576 1.6414 -2.7152
C 0.9166 0.9607 -4.0507
C 0.4770 1.0689 -1.5985
C 0.5396 1.6215 -0.3223
C 1.2562 2.8279 -0.2149
N -0.0993 0.9506 0.7465
C 0.1905 1.3962 2.1367
C 1.7039 1.3374 2.4160
C -0.4285 0.4750 3.1724
C -0.4447 2.7726 2.4271
H 3.0462 5.0547 -2.0720
H 3.4492 4.5743 -0.4220
H 1.9793 5.4911 -0.7357
H 2.2385 3.2931 -3.4302
H 1.4421 1.5127 -4.8311
H -0.1341 0.8734 -4.3300
H 1.3092 -0.0563 -4.0158
H -0.0573 0.1392 -1.7097
H 1.3749 3.3380 0.7232
H 2.0466 0.3145 2.2511
H 1.8892 1.5885 3.4626
H 2.3070 1.9928 1.7980
H -0.0663 -0.5466 3.1026
H -1.5149 0.4469 3.1054
H -0.1680 0.8653 4.1573
H -0.1064 3.5822 1.7913
H -0.2572 3.0537 3.4660
H -1.5257 2.6889 2.2977

Properties
Gap between HOMO and LUMO = 7.576 eV
2S+1 = 1
Energy relative to the best compared isomer or geometry (same formula, charge and spin) = 144.9 kJ/mol
Max |F| = 0.917 eV Å⁻¹
Total charge = -1

=====

# 4
ORCA calculation (wB97M-V/def2-TZVPD) on a molecular structure, ClH3N2S2 at a distorted geometry.

CARTESIAN COORDINATES (ANGSTROEM)
N -0.2314 0.2757 -1.1298
N -0.1668 0.5253 0.0492
S -1.9144 0.3866 1.1119
S 1.1132 0.8527 0.9487
Cl -1.5559 -0.4680 -1.6838
H 1.8518 -0.9992 -1.1589
H -1.1264 0.2464 2.2520
H 2.0298 -0.8195 -0.3893

Properties
Gap between HOMO and LUMO (alpha / beta) = 6.737 / 5.901 eV
2S+1 = 3
Energy relative to the best compared isomer or geometry (same formula, charge and spin) = 185.3 kJ/mol
Max |F| = 3.670 eV Å⁻¹
⟨S²⟩ = 2.019

=====

# 5
ORCA calculation (wB97M-V/def2-TZVPD) on a single C8H21B2FNO4PSi molecule at a distorted geometry.

CARTESIAN COORDINATES (ANGSTROEM)
C -1.5013 1.3068 3.2271
C -1.4162 2.4002 2.1649
O -0.1334 2.3130 1.5277
B -0.1885 1.7519 0.2709
O -0.8966 2.3987 -0.6885
Si 0.7271 0.0299 -0.1934
C 1.8503 -0.4954 1.2728
C 1.9094 -1.9539 1.5507
O 1.6487 -2.4317 2.5602
F 2.2670 -2.7362 0.5482
B -0.7066 -1.2607 -0.6690
O -0.6164 -2.6379 -0.4362
N -1.9349 -0.7339 -1.2980
C -2.5159 -1.6651 -2.2703
C -2.9193 -0.6009 -0.1905
P 2.0018 0.5383 -1.9594
C 3.0074 -0.9432 -2.4335
C 3.1815 1.8150 -1.2925
H -2.4123 1.4408 3.7977
H -1.5048 0.3500 2.7231
H -0.6239 1.3877 3.8499
H -1.5270 3.3879 2.5892
H -2.2422 2.2625 1.4693
H -1.2278 1.7898 -1.3682
H 2.8727 -0.1635 1.1133
H 1.5390 -0.0270 2.1925
H -0.8418 -2.7643 0.4984
H -2.7756 -2.6324 -1.8474
H -3.4539 -1.2320 -2.6114
H -1.9055 -1.7838 -3.1545
H -2.4969 -0.0333 0.6312
H -3.2427 -1.5919 0.1336
H -3.7941 -0.1083 -0.5939
H 3.5176 -1.4263 -1.6088
H 2.3715 -1.6207 -2.9847
H 3.7733 -0.5910 -3.1172
H 4.1345 1.3776 -1.0139
H 3.3010 2.6207 -1.9970
H 2.7749 2.2627 -0.3926

Properties
Gap between HOMO and LUMO = 8.190 eV
2S+1 = 1
Max |F| = 4.729 eV Å⁻¹